{"formula": "C58H73N4O2", "method": "ωB97M-V/def2-TZVPD", "symbols": ["C", "C", "C", "C", "C", "C", "C", "C", "C", "C", "C", "C", "C", "C", "N", "C", "C", "N", "C", "C", "C", "C", "C", "C", "C", "C", "C", "C", "C", "C", "C", "C", "C", "C", "C", "C", "C", "C", "N", "O", "O", "C", "C", "H", "H", "H", "H", "H", "H", "H", "H", "H", "H", "H", "H", "H", "H", "H", "H", "H", "H", "H", "H", "H", "H", "H", "H", "H", "H", "H", "H", "H", "H", "H", "H", "H", "H", "H", "H", "H", "H", "H", "H", "H", "H", "H", "H", "H", "H", "H", "H", "H", "H", "H", "C", "C", "C", "C", "C", "N", "C", "C", "C", "C", "C", "C", "C", "C", "C", "C", "C", "C", "C", "C", "C", "H", "H", "H", "H", "H", "H", "H", "H", "H", "H", "H", "H", "H", "H", "H", "H", "H", "H", "H", "H", "H", "H"], "positions_angstrom": [[1.7679, 1.1330, 1.4564], [2.8513, 0.2619, 2.0620], [4.2385, 0.8893, 1.8746], [2.6150, 0.2111, 3.5784], [2.7289, -1.0905, 1.3281], [3.5704, -1.3303, 0.2337], [3.5695, -2.5563, -0.4348], [2.7003, -3.5599, -0.0157], [1.8876, -3.3706, 1.1008], [1.2985, -4.6266, 1.7880], [-0.2165, -4.5234, 1.8167], [1.9389, -4.7985, 3.1703], [1.5921, -5.9317, 1.0423], [1.7263, -2.0468, 1.6239], [0.5092, -1.6284, 2.3012], [0.2063, -1.9415, 3.6980], [-1.2685, -1.6983, 3.8234], [-1.6671, -1.0673, 2.5572], [-2.9907, -0.4861, 2.4340], [-3.2818, 0.7759, 3.0144], [-2.3528, 1.6854, 3.8865], [-2.6402, 3.1735, 3.6457], [-0.8778, 1.5403, 3.5818], [-2.6465, 1.3697, 5.3519], [-4.5843, 1.2810, 2.9114], [-5.5392, 0.6567, 2.1377], [-5.2607, -0.5911, 1.5947], [-4.0537, -1.2420, 1.8461], [-4.0571, -2.7785, 1.5819], [-5.3085, -3.2601, 0.8304], [-4.0694, -3.5111, 2.9213], [-2.9165, -3.2075, 0.6829], [-0.5812, -0.9970, 1.6978], [-0.5562, -0.5227, 0.3770], [-1.6985, 0.0319, -0.3192], [-2.2286, 1.3347, -0.0527], [-3.4889, 1.6754, -0.5073], [-4.2355, 0.7119, -1.2208], [-5.6552, 0.7060, -1.1149], [-6.2226, -0.3857, -1.4052], [-6.2760, 1.7113, -0.6995], [-3.6327, -0.4498, -1.7369], [-2.3389, -0.7318, -1.3511], [0.8139, 0.8515, 1.8995], [1.9402, 2.2021, 1.6274], [1.6319, 0.9363, 0.3892], [5.0044, 0.1840, 2.2265], [4.4529, 1.1462, 0.8315], [4.3228, 1.8136, 2.4656], [3.0733, -0.6734, 4.0459], [3.0411, 1.1191, 4.0374], [1.5487, 0.2559, 3.8109], [4.2527, -0.5516, -0.1204], [4.2576, -2.7298, -1.2641], [2.6996, -4.5181, -0.5625], [-0.5865, -4.5569, 0.7837], [-0.6733, -5.3491, 2.3860], [-0.5626, -3.5880, 2.2535], [2.9806, -5.1171, 3.0256], [1.9826, -3.8710, 3.7462], [1.4057, -5.5707, 3.7429], [2.6594, -6.1859, 1.0798], [1.0387, -6.7510, 1.5310], [1.2597, -5.8827, 0.0006], [0.4642, -2.9713, 3.9617], [0.7762, -1.3078, 4.3844], [-1.7954, -2.6522, 3.9579], [-1.5575, -1.0718, 4.6776], [-3.6148, 3.4807, 4.0366], [-1.8838, 3.7869, 4.1555], [-2.5901, 3.4023, 2.5742], [-0.5009, 0.5531, 3.8589], [-0.6989, 1.7542, 2.5194], [-0.3033, 2.2720, 4.1730], [-2.4992, 0.3068, 5.5694], [-1.9874, 1.9525, 6.0055], [-3.6875, 1.6245, 5.5747], [-4.8634, 2.2008, 3.4320], [-6.5152, 1.1063, 1.9658], [-6.0684, -1.1043, 1.0721], [-5.3781, -2.7596, -0.1431], [-5.2183, -4.3408, 0.6587], [-6.2267, -3.1072, 1.4081], [-3.1846, -3.2807, 3.5167], [-4.9533, -3.2030, 3.5020], [-4.1079, -4.5982, 2.7585], [-1.9748, -2.7342, 0.9524], [-2.8139, -4.2980, 0.7107], [-3.1389, -2.9146, -0.3461], [0.3202, -0.8140, -0.1941], [-1.6452, 2.0418, 0.5385], [-3.9637, 2.6175, -0.2309], [-4.2095, -1.1237, -2.3668], [-1.8401, -1.6227, -1.7406], [4.5899, 1.5855, -4.5049], [3.8453, 0.2995, -4.8725], [4.4601, -0.2930, -6.1463], [3.9491, -0.7188, -3.7451], [2.3863, 0.6582, -5.1077], [1.9356, 0.9170, -6.3526], [0.7165, 1.5864, -6.3238], [0.3319, 1.7026, -4.9735], [-0.6898, 2.5994, -4.6462], [-1.3063, 3.3328, -5.6671], [-0.8699, 3.2449, -7.0042], [0.1684, 2.3575, -7.3381], [1.4002, 1.1172, -4.1646], [1.5391, 1.3507, -2.7566], [1.9804, 2.6379, -2.3194], [1.9819, 3.7956, -3.1688], [2.2122, 5.0675, -2.6652], [2.4665, 5.2707, -1.3000], [2.6169, 6.6556, -0.7567], [2.5497, 4.1510, -0.4677], [2.5204, 2.8712, -1.0120], [4.1450, 2.0627, -3.6220], [5.6430, 1.3537, -4.2965], [4.5449, 2.3081, -5.3341], [3.9137, -1.1899, -6.4661], [4.4995, 0.4340, -6.9685], [5.5002, -0.5840, -5.9424], [3.4979, -1.6683, -4.0563], [5.0063, -0.8992, -3.5060], [3.4483, -0.3849, -2.8304], [2.4197, 0.7154, -7.2211], [-0.9514, 2.7456, -3.5989], [-2.1097, 4.0329, -5.4222], [-1.3348, 3.8736, -7.7653], [0.5717, 2.2637, -8.3458], [1.4106, 0.5538, -2.0197], [1.8421, 3.6944, -4.2446], [2.1523, 5.9227, -3.3371], [2.7223, 6.6140, 0.3270], [3.4861, 7.1747, -1.1722], [1.7370, 7.2617, -0.9941], [2.6418, 4.3105, 0.6133], [2.9909, 2.0411, -0.4756]], "lowdin_charge": [-0.0643, -0.5032, -0.0572, -0.0307, -0.0925, -0.0475, -0.0648, -0.0267, -0.0676, -0.5284, -0.0480, -0.0343, -0.0750, -0.0708, 0.0143, -0.1225, -0.1012, 0.0143, -0.0692, -0.0790, -0.5278, -0.0602, -0.0550, -0.0284, -0.0376, -0.0498, -0.0413, -0.0527, -0.5110, -0.0655, -0.0258, -0.0522, -0.2429, -0.0351, -0.2029, -0.0209, 0.0089, -0.1749, -0.3133, 0.0282, 0.0533, -0.0006, -0.0328, 0.0340, 0.0924, 0.0563, 0.1044, 0.0581, 0.0905, 0.1044, 0.0939, 0.0408, 0.0985, 0.1033, 0.1118, 0.0917, 0.1074, 0.0480, 0.0948, 0.0632, 0.1007, 0.0910, 0.0984, 0.0853, 0.0987, 0.1009, 0.0946, 0.1087, 0.0763, 0.0904, 0.0884, 0.0573, 0.0704, 0.1038, 0.0717, 0.0954, 0.0930, 0.1094, 0.1163, 0.0995, 0.0828, 0.0960, 0.0914, 0.0452, 0.1029, 0.0964, 0.0512, 0.0911, 0.0729, 0.1004, 0.1046, 0.1248, 0.1272, 0.1206, -0.0212, -0.5403, -0.0465, -0.0354, -0.1219, 0.1512, -0.1875, -0.1363, -0.0352, -0.0729, -0.0668, -0.0081, -0.1005, 0.1608, -0.1672, 0.0283, 0.0008, -0.2190, -0.0178, 0.0038, 0.0291, 0.0704, 0.0989, 0.1010, 0.0997, 0.0863, 0.0999, 0.1027, 0.1005, 0.0643, 0.1617, 0.1154, 0.1093, 0.1087, 0.1162, 0.1294, 0.1347, 0.1317, 0.0849, 0.1041, 0.1026, 0.1268, 0.0970], "e_homo_ev": -9.3, "orbital_gap_ev": 3.8, "total_energy_ev": -71374.5208, "lumo_ev": -5.48, "total_charge": 1}

***

{"formula": "C38H45BaN3O6P2", "method": "ωB97M-V/def2-TZVPD", "symbols": ["Ba", "N", "C", "C", "N", "C", "C", "N", "H", "H", "H", "H", "H", "H", "H", "H", "H", "H", "H", "H", "H", "O", "C", "C", "O", "C", "C", "O", "C", "O", "O", "C", "C", "P", "C", "C", "C", "C", "C", "C", "C", "C", "C", "C", "C", "C", "C", "P", "C", "C", "C", "C", "C", "C", "C", "C", "C", "C", "C", "C", "H", "H", "H", "H", "H", "H", "H", "H", "H", "H", "H", "H", "H", "H", "H", "H", "H", "H", "H", "H", "H", "H", "H", "H", "H", "H", "C", "C", "O", "H", "H", "H", "H", "H", "H"], "positions_angstrom": [[1.0848, 0.0497, -0.1106], [1.0694, 1.0795, 2.4217], [0.8689, 0.1113, 3.5362], [-0.0992, -1.0606, 3.1942], [-0.5892, -1.0917, 1.8008], [-0.8598, -2.4700, 1.3393], [0.4328, -3.1106, 0.8431], [0.7884, -2.5307, -0.4755], [1.9128, 0.7479, 1.9458], [1.3419, 1.9725, 2.8133], [0.4773, 0.6450, 4.4027], [1.8249, -0.3192, 3.8290], [-0.9447, -1.0442, 3.8871], [0.4320, -1.9923, 3.3845], [-1.4358, -0.5348, 1.7558], [-1.5706, -2.4303, 0.5107], [-1.3045, -3.0854, 2.1296], [0.3294, -4.1981, 0.8107], [1.2404, -2.8707, 1.5372], [0.1915, -2.9310, -1.1873], [1.7420, -2.8040, -0.7132], [7.0170, -2.1337, -0.4200], [5.9179, -1.6961, -0.3388], [5.2161, -0.8006, -1.3605], [5.6833, -0.3798, -2.3811], [3.8660, -0.5556, -0.8202], [3.7439, -1.1162, 0.4626], [2.6763, -0.9437, 1.2003], [4.9283, -1.9136, 0.8047], [5.0919, -2.6013, 1.7741], [2.9018, 0.0943, -1.3882], [-2.6536, 2.3655, -1.0461], [-2.6537, 0.8117, -1.1649], [-2.6374, 0.2306, -2.9284], [-4.4449, 0.0675, -3.2769], [-5.4129, 0.8535, -2.6488], [-6.7546, 0.7638, -3.0153], [-7.1490, -0.1068, -4.0202], [-6.1934, -0.8856, -4.6633], [-4.8570, -0.7938, -4.2996], [-2.2126, -1.5567, -2.8284], [-1.2169, -2.0374, -3.6769], [-0.9762, -3.4056, -3.7927], [-1.7331, -4.3041, -3.0545], [-2.7132, -3.8343, -2.1798], [-2.9488, -2.4698, -2.0684], [-1.2507, 3.0016, -0.8547], [0.0677, 2.5287, -2.0770], [-0.2543, 3.7744, -3.4241], [-0.1605, 5.1407, -3.1414], [-0.4739, 6.0953, -4.0994], [-0.8816, 5.7035, -5.3689], [-0.9398, 4.3536, -5.6794], [-0.6218, 3.3970, -4.7161], [1.5573, 3.3124, -1.3455], [2.7660, 2.9708, -1.9604], [3.9688, 3.4888, -1.5000], [3.9794, 4.3496, -0.4085], [2.7860, 4.6921, 0.2167], [1.5810, 4.1748, -0.2484], [-3.2330, 2.6483, -0.1662], [-3.1544, 2.8122, -1.9089], [-3.5309, 0.3693, -0.6966], [-1.7681, 0.4716, -0.6152], [-5.1343, 1.5487, -1.8615], [-7.4910, 1.3778, -2.5076], [-8.1936, -0.1753, -4.3047], [-6.4913, -1.5682, -5.4514], [-4.1229, -1.4102, -4.8106], [-0.6425, -1.3360, -4.2721], [-0.2085, -3.7656, -4.4682], [-1.5594, -5.3691, -3.1511], [-3.3064, -4.5374, -1.6049], [-3.7494, -2.1129, -1.4253], [-0.8966, 2.6790, 0.1314], [-1.3341, 4.0859, -0.8430], [0.1772, 5.4669, -2.1637], [-0.3896, 7.1492, -3.8567], [-1.1375, 6.4492, -6.1149], [-1.2328, 4.0354, -6.6741], [-0.6465, 2.3523, -4.9816], [2.7694, 2.2714, -2.7895], [4.8975, 3.1929, -1.9772], [4.9185, 4.7467, -0.0382], [2.7910, 5.3670, 1.0650], [0.6593, 4.4543, 0.2514], [-2.8129, 3.3299, 3.4903], [-3.1672, 2.0484, 2.7678], [-2.0443, 1.5001, 2.0497], [-3.7016, 3.7666, 3.9562], [-2.3933, 4.0588, 2.7898], [-2.0761, 3.1402, 4.2786], [-3.9386, 2.2352, 2.0249], [-3.5625, 1.3144, 3.4712], [-1.2656, 1.5205, 2.6155]], "lowdin_charge": [1.9730, -0.1120, -0.2162, -0.1924, -0.1803, -0.2145, -0.2435, -0.1148, -0.0201, 0.0817, 0.1051, 0.1099, 0.1127, 0.1125, 0.0703, 0.1018, 0.1189, 0.1168, 0.0998, 0.0580, 0.0868, 0.1574, -0.2628, -0.2967, 0.1173, -0.3465, -0.3332, -0.3737, -0.3076, 0.1093, -0.4067, -0.2879, -0.3823, 1.0620, -0.3731, -0.0961, -0.0862, -0.0935, -0.0829, -0.1023, -0.4039, -0.1099, -0.0854, -0.0861, -0.0813, -0.1077, -0.3672, 0.9797, -0.3478, -0.0948, -0.0816, -0.0901, -0.0854, -0.0998, -0.4307, -0.1128, -0.0566, -0.0769, -0.0862, -0.1133, 0.0862, 0.0949, 0.0732, 0.0167, 0.0895, 0.1027, 0.1021, 0.1039, 0.1052, 0.1005, 0.1080, 0.1049, 0.1058, 0.1123, 0.0519, 0.0765, 0.0961, 0.1034, 0.1033, 0.1031, 0.0852, 0.1064, 0.1164, 0.1052, 0.1011, 0.0944, -0.0794, -0.2843, -0.1151, 0.0809, 0.0790, 0.0766, 0.1040, 0.1111, 0.0479], "e_homo_ev": -7.0, "orbital_gap_ev": 6.9, "total_energy_ev": -76163.5320, "lumo_ev": -0.07, "total_charge": 0}

***

{"formula": "C6H9N3", "method": "ωB97M-V/def2-TZVPD", "symbols": ["C", "C", "N", "H", "H", "H", "C", "C", "N", "H", "H", "H", "C", "C", "N", "H", "H", "H"], "positions_angstrom": [[1.0765, 1.5579, 0.0922], [0.0173, 0.8742, -0.6979], [-0.8174, 0.3368, -1.2679], [1.3611, 0.9246, 0.9324], [0.6005, 2.4775, 0.4325], [1.9970, 1.7279, -0.4664], [-3.7558, -0.0910, -3.3819], [-2.6674, 0.1107, -4.3636], [-1.7791, 0.2863, -5.0901], [-4.1492, 0.9056, -3.1818], [-3.2744, -0.4992, -2.4932], [-4.3190, -0.9012, -3.8450], [2.9644, -1.5677, 3.9855], [1.9434, -0.6133, 3.6440], [1.1463, 0.1761, 3.4539], [3.3694, -2.0788, 3.1121], [2.4707, -2.3648, 4.5415], [3.8156, -1.2618, 4.5938]], "lowdin_charge": [-0.0614, -0.2593, 0.1330, 0.0404, 0.0818, 0.0786, -0.0741, -0.3054, 0.1087, 0.0831, 0.0571, 0.0781, -0.0767, -0.2813, 0.1419, 0.0835, 0.0846, 0.0876], "e_homo_ev": -11.1, "orbital_gap_ev": 11.6, "total_energy_ev": -10836.9016, "lumo_ev": 0.50, "smiles": "CC#N.CC#N.CC#N", "total_charge": 0}